(1)
ORCA calculation (ωB97M-V/def2-TZVPD) on C2HF6NNiO5S2 as an isolated structure at a distorted geometry.

As for the expectation value of S²: 2.006. As for the HOMO energy (alpha / beta): -0.4096 / -0.4101 hartree. As for the multiplicity: 3.

Element x y z (Å)
Ni (-0.783, -1.964, -0.434)
N (0.523, 1.150, 0.380)
S (-0.051, 0.296, 1.584)
O (-0.742, 1.124, 2.550)
O (-0.756, -0.955, 1.181)
C (1.487, -0.332, 2.438)
F (2.141, 0.689, 2.951)
F (2.250, -0.964, 1.569)
F (1.118, -1.158, 3.397)
S (0.502, 0.782, -1.164)
O (1.684, 1.287, -1.835)
C (-0.935, 1.779, -1.824)
F (-2.063, 1.299, -1.337)
F (-0.791, 3.037, -1.463)
F (-0.939, 1.686, -3.139)
O (-1.063, -3.462, -1.322)
H (-1.699, -3.614, -2.022)
O (0.117, -0.680, -1.508)

Löwdin population analysis, charges in e, atoms 1 to 4: Ni 0.78; N -0.29; S 0.70; O -0.24

(2)
ORCA calculation (ωB97M-V/def2-TZVPD) on one molecule with the formula C5H8N2S at a distorted geometry.

As for the HOMO energy: -0.3096 hartree. The relative energy (zero: lowest compared OMol25 entry of this formula, charge and spin) comes out at 99.3 kcal per mole.

Element x y z (Å)
S (1.170, 0.853, -2.362)
C (1.770, 0.518, -0.634)
C (0.596, -0.202, -0.105)
C (0.519, -1.477, 0.341)
N (-0.678, -2.109, 0.809)
C (-1.579, -1.284, 1.244)
N (-1.367, 0.065, 1.212)
C (-0.621, 0.617, 0.014)
H (0.613, 2.236, -2.104)
H (2.821, 0.035, -0.850)
H (1.724, 1.731, -0.155)
H (1.487, -2.009, 0.470)
H (-2.496, -1.559, 1.831)
H (-2.408, 0.422, 0.673)
H (-0.378, 1.507, 0.526)
H (-1.176, 0.657, -0.908)

Löwdin population analysis, charges in e, atoms 1 to 4: S 0.63; C -0.49; C -0.45; C -0.10

(3)
ORCA calculation (ωB97M-V/def2-TZVPD) on C29H53BFeO2P2 as an isolated structure at a distorted geometry.

As for the expectation value of S²: 8.789. As for the HOMO energy (alpha / beta): -0.3134 / -0.3855 hartree. As for the multiplicity: 6. The relative energy (zero: lowest compared OMol25 entry of this formula, charge and spin) comes out at 33.8 kcal per mole. Its total charge is +1.

Element x y z (Å)
Fe (0.151, 1.513, -0.050)
C (1.018, 3.465, -0.002)
C (0.135, 3.300, -1.117)
C (-1.097, 2.993, 0.833)
C (0.280, 3.256, 1.205)
C (-1.180, 2.997, -0.602)
C (2.392, 4.046, -0.088)
H (2.888, 3.751, -1.018)
H (3.010, 3.721, 0.755)
H (2.365, 5.148, -0.070)
C (0.754, 3.738, 2.535)
H (1.840, 3.634, 2.624)
H (0.306, 3.195, 3.376)
H (0.510, 4.807, 2.673)
C (-2.286, 3.158, 1.706)
H (-2.488, 4.238, 1.856)
H (-2.141, 2.699, 2.690)
H (-3.177, 2.710, 1.254)
C (-2.454, 3.042, -1.382)
H (-2.891, 4.056, -1.326)
H (-3.188, 2.335, -0.968)
H (-2.283, 2.810, -2.446)
C (0.442, 3.638, -2.538)
H (0.157, 4.683, -2.757)
H (-0.117, 2.989, -3.228)
H (1.517, 3.533, -2.741)
C (1.583, 0.032, 0.496)
C (2.064, 0.841, -0.584)
C (2.093, 0.439, -2.034)
C (0.740, -0.118, -2.527)
C (-0.447, 0.416, -1.778)
C (-1.006, -0.112, -0.587)
C (-0.520, -1.371, 0.095)
C (0.989, -1.359, 0.411)
H (2.906, -0.283, -2.214)
H (0.774, -1.242, -2.493)
H (2.338, 1.321, -2.645)
H (1.540, -2.000, -0.295)
H (2.144, 0.199, 1.422)
H (2.847, 1.561, -0.314)
H (1.147, -1.821, 1.401)
H (-1.083, -1.477, 1.032)
H (-2.057, 0.119, -0.380)
H (-0.776, -2.263, -0.491)
H (0.634, 0.119, -3.598)
H (-1.097, 1.009, -2.434)
P (1.374, -3.122, -2.844)
C (2.450, -4.299, -1.960)
C (2.111, -3.212, -4.523)
P (-1.612, -3.337, -3.570)
C (-0.098, -4.205, -2.971)
C (-1.491, -3.725, -5.388)
C (-2.652, -4.835, -3.210)
H (1.957, -4.569, -1.018)
H (3.416, -3.826, -1.737)
H (2.591, -5.191, -2.585)
H (2.380, -4.254, -4.757)
H (3.026, -2.597, -4.530)
H (1.439, -2.804, -5.287)
H (-2.252, -5.709, -3.742)
H (-3.696, -4.652, -3.490)
H (-2.605, -5.019, -2.129)
H (-0.318, -4.563, -1.946)
H (0.180, -5.063, -3.625)
H (-2.450, -3.462, -5.861)
H (-1.292, -4.792, -5.555)
H (-0.717, -3.118, -5.871)
C (0.917, 0.768, 5.455)
C (0.313, 0.144, 4.216)
C (0.699, -1.322, 4.229)
O (0.899, 0.805, 3.082)
B (-0.058, 0.885, 2.053)
O (-1.317, 0.529, 2.551)
C (-1.224, 0.346, 3.974)
C (-2.159, -0.779, 4.348)
C (-1.764, 1.539, 4.730)
H (0.708, 1.837, 5.546)
H (2.003, 0.634, 5.429)
H (0.534, 0.252, 6.344)
H (1.786, -1.419, 4.131)
H (0.411, -1.754, 5.197)
H (0.213, -1.899, 3.434)
H (-2.130, -0.911, 5.436)
H (-3.182, -0.489, 4.074)
H (-1.921, -1.731, 3.868)
H (-1.140, 2.434, 4.661)
H (-2.780, 1.764, 4.395)
H (-1.827, 1.252, 5.788)

Löwdin population analysis, charges in e, atoms 1 to 4: Fe 0.72; C -0.26; C -0.27; C -0.26

(4)
ORCA calculation (ωB97M-V/def2-TZVPD) on C2H3NaO4 as an isolated structure at a distorted geometry.

As for the HOMO energy: 0.0467 hartree. The relative energy (zero: lowest compared OMol25 entry of this formula, charge and spin) comes out at 0.0 kcal per mole. Its total charge is -2.

Element x y z (Å)
Na (1.111, 0.367, -0.082)
C (0.059, 2.892, -0.822)
O (1.363, 2.918, -0.870)
O (-0.534, 2.061, 0.001)
O (-0.676, 3.701, -1.515)
C (-0.262, -2.391, 0.648)
O (0.347, -1.418, 1.393)
H (-0.245, -2.155, -0.443)
H (0.170, -3.424, 0.762)
H (-1.333, -2.550, 0.929)

Löwdin population analysis, charges in e, atoms 1 to 4: Na 0.57; C -1.01; O -0.25; O -0.25

(5)
ORCA calculation (ωB97M-V/def2-TZVPD) on a 2-piece molecular cluster, H4O2 overall at a distorted geometry.

As for the HOMO energy: -0.4198 hartree. The relative energy (zero: lowest compared OMol25 entry of this formula, charge and spin) comes out at 8.2 kcal per mole.

Element x y z (Å)
O (0.323, -0.302, -1.219)
H (-0.412, -0.814, -0.731)
H (0.448, -0.701, -2.058)
O (-0.099, 0.871, 1.622)
H (-0.835, 0.665, 1.106)
H (0.575, 0.282, 1.280)

Löwdin population analysis, charges in e, atoms 1 to 4: O -0.07; H 0.08; H 0.01; O -0.03

We obtain DFT total energy values of -92834.3257 -19126.1150 -88660.3030 -14728.1329 -4159.5830 eV for the records listed above, in that order.